2 unconnected molecules or ions with the total composition C3H7N5 at a distorted geometry. Source: OMol25; level of theory: ωB97M-V with the def2-TZVPD basis set.

Each line ends with the natural charge from an NBO analysis.
Element x y z (Å)
C (2.474, 0.512, -0.705)  0.13
C (0.531, 0.137, 0.071)  0.40
C (-1.467, 1.361, 0.380)  -0.47
N (1.238, 1.065, -0.601)  -0.47
N (2.564, -0.674, -0.075)  -0.25
N (1.373, -0.868, 0.400)  -0.30
N (-1.584, -1.852, -0.548)  -0.64
N (-0.737, 0.097, 0.544)  -0.29
H (3.207, 1.089, -1.237)  0.21
H (-1.191, 1.840, -0.674)  0.22
H (-2.583, 1.167, 0.466)  0.21
H (-1.188, 1.963, 1.266)  0.23
H (1.167, -1.668, 0.987)  0.42
H (-1.227, -2.472, 0.159)  0.30
H (-2.577, -1.698, -0.435)  0.31

Its relative energy (zero: lowest compared OMol25 entry of this formula, charge and spin) is 4.005 eV. Its HOMO-LUMO gap (alpha / beta) is 8.5 / 8.3 eV. The spin multiplicity is 1. The LUMO energy (alpha / beta) is -0.00698 / -0.04513 Ha. Its HOMO energy (alpha / beta) is -8.7 / -9.5 eV. For the electronic energy, the calculation gives -10670.996 eV. For the max |F|, the calculation gives 2.6 eV/A.


A molecular structure, C3H7N5 at a distorted geometry. Source: OMol25; level of theory: ωB97M-V with the def2-TZVPD basis set.

Each line ends with the natural charge from an NBO analysis.
Element x y z (Å)
C (-0.814, -0.075, -0.420)  0.62
C (1.756, -0.403, -0.478)  0.23
C (0.740, 0.399, 1.545)  0.25
H (-1.447, -1.287, 1.129)  0.42
H (-2.615, -0.291, -0.168)  0.42
H (-1.781, -0.396, -2.218)  0.40
H (2.584, -1.387, 0.163)  0.23
H (1.307, 0.929, -2.323)  0.39
H (1.826, 0.167, 1.819)  0.20
H (-1.126, 1.201, 1.647)  0.37
N (-1.775, -0.364, 0.464)  -0.85
N (-1.105, 0.076, -1.623)  -0.78
N (0.584, -0.016, 0.221)  -0.56
N (2.009, 0.156, -1.858)  -0.66
N (-0.143, 1.291, 2.098)  -0.68

Its relative energy (zero: lowest compared OMol25 entry of this formula, charge and spin) is 6.624 eV. Its HOMO-LUMO gap is 9.2 eV. The spin multiplicity is 1. The LUMO energy is 0.01029 Ha. Its HOMO energy is -8.9 eV. For the electronic energy, the calculation gives -10668.376 eV. For the max |F|, the calculation gives 6.6 eV/A.


A molecular structure, C3H7N5 at a distorted geometry. Source: OMol25; level of theory: ωB97M-V with the def2-TZVPD basis set.

Each line ends with the natural charge from an NBO analysis.
Element x y z (Å)
C (-0.823, -0.824, -0.247)  0.82
C (-1.449, 0.893, -0.327)  -0.23
C (-2.661, -0.074, 0.157)  -0.18
N (4.706, -0.402, -0.244)  -0.17
N (2.725, 0.546, 0.347)  -0.25
N (3.728, 0.005, 0.184)  0.43
N (-0.257, 0.117, -0.721)  -0.34
N (-1.963, -1.345, 0.151)  -0.59
H (-1.815, 1.357, -1.284)  0.28
H (-1.202, 1.690, 0.378)  0.26
H (-2.989, 0.197, 1.054)  0.23
H (-3.559, -0.012, -0.443)  0.25
H (5.323, -1.269, -0.128)  0.51
H (2.538, 1.423, 0.868)  0.48
H (-2.303, -2.300, 0.256)  0.50

Its relative energy (zero: lowest compared OMol25 entry of this formula, charge and spin) is 3.408 eV. Its HOMO-LUMO gap is 9.0 eV. The spin multiplicity is 1. The LUMO energy is -0.34050 Ha. The charge is +2. Its HOMO energy is -18.3 eV. For the electronic energy, the calculation gives -10649.577 eV. For the max |F|, the calculation gives 4.6 eV/A.